[1]
# C14H36HgOSbSi3

A molecular structure, C14H36HgOSbSi3 (ωB97M-V/def2-TZVPD, the OMol25 dataset).

Structure (XYZ):
```
56
C14H36HgOSbSi3 ωB97M-V/def2-TZVPD
Hg 3.63489 1.37482 0.89643
C -3.35333 -0.57904 0.11929
Si -2.10866 -0.70323 -1.27915
C -2.40303 -2.36687 -2.08581
C -2.55187 0.59409 -2.55829
Sb 0.15902 -0.02807 -0.29321
Si 0.49024 -2.10890 1.15779
C 2.30642 -2.32402 1.56316
C -0.14228 -3.73670 0.48784
C -0.41614 -1.73843 2.75700
Si 1.54198 -0.63300 -2.37792
C 1.49247 0.94015 -3.39847
C 3.34274 -1.00586 -2.02173
C 0.91726 -2.03511 -3.45047
H -4.36578 -0.70431 -0.27585
H -3.30091 0.38974 0.62205
H -3.19060 -1.35485 0.87179
H -3.44933 -2.38716 -2.40603
H -2.24426 -3.20046 -1.40249
H -1.77979 -2.53331 -2.96217
H -3.57967 0.43955 -2.89969
H -1.89766 0.53890 -3.43213
H -2.47692 1.60417 -2.14907
H 2.89553 -2.56585 0.67684
H 2.43275 -3.13585 2.28539
H 2.72499 -1.41451 2.00043
H 0.25046 -3.95234 -0.50831
H -1.23175 -3.74747 0.42919
H 0.16603 -4.54463 1.15773
H -0.06096 -0.79996 3.19032
H -0.25887 -2.53450 3.49028
H -1.49146 -1.63737 2.59185
H 1.83080 1.79120 -2.80231
H 0.47878 1.16202 -3.74090
H 2.13845 0.86158 -4.27759
H 3.86104 -0.13917 -1.60902
H 3.83373 -1.27680 -2.96100
H 3.47246 -1.83397 -1.32294
H -0.04002 -1.79330 -3.91351
H 0.79456 -2.96277 -2.88682
H 1.64097 -2.21743 -4.25000
O 5.20236 3.76311 3.13609
C 4.11655 3.50008 3.00131
C -1.71894 3.66072 1.37342
C -0.85223 3.04668 2.47166
C -0.55648 4.08481 3.56492
C 0.41852 2.49525 1.91581
H -2.67577 4.00429 1.77221
H -1.91735 2.93744 0.57989
H -1.21300 4.52211 0.92848
H -1.41798 2.23316 2.94177
H -0.02640 4.94143 3.14177
H 0.06031 3.66254 4.35934
H -1.48734 4.44722 4.00853
H 1.04222 1.89635 2.57305
H 0.96328 3.10383 1.19925
```

## Properties
- <S²>: 0.754
- Lowest unoccupied orbital energy (spin up / spin down): 0.016 / 0.016 Ha
- Spin multiplicity: 2
- HOMO (spin up / spin down): -7.0 / -8.0 eV
- HOMO-LUMO gap (spin up / spin down): 7.46 / 8.39 eV
- Charge: 0

[2]
# C14H36MnN2O4

A molecular structure, C14H36MnN2O4 in a non-equilibrium geometry (ωB97M-V/def2-TZVPD, the OMol25 dataset).

Structure (XYZ):
```
57
C14H36MnN2O4 ωB97M-V/def2-TZVPD
Mn 0.09130 -0.12843 -0.42871
C -1.31095 -3.97253 -0.23997
C -1.09448 -3.13822 -1.52293
C -2.14214 -3.41027 -2.55014
O -0.85481 -1.80417 -1.33922
H -2.26108 -3.63085 0.17064
H -0.59289 -3.79602 0.56087
H -1.26954 -5.03663 -0.47251
H -0.13142 -3.50108 -1.88201
H -3.08103 -3.01712 -2.16025
H -2.34689 -4.48055 -2.57629
H -1.84171 -3.11714 -3.55608
C -2.19067 3.14168 -2.23742
C -0.66800 2.89399 -2.07826
C -0.07897 4.00071 -1.18429
O -0.34088 1.56495 -1.72189
H -2.69712 2.21581 -2.51014
H -2.45325 3.97441 -2.88988
H -2.69486 3.36985 -1.29837
H -0.26874 3.06574 -3.07786
H 1.00905 3.95799 -1.13443
H -0.60531 3.95319 -0.23097
H -0.37903 4.98897 -1.53273
C 0.79666 2.98927 2.75276
C 0.32106 1.68860 2.06402
C -1.16600 1.78332 1.72574
O -1.44575 0.56893 1.12932
C -2.79249 0.40321 0.71101
N 1.13709 1.47551 0.87507
H 0.66186 3.86039 2.11162
H 1.84357 2.79070 2.98224
H 0.16538 3.12329 3.63118
H 0.48309 0.82729 2.71209
H -1.36975 2.55752 0.98601
H -1.73160 1.89169 2.65119
H -2.95443 -0.67265 0.64473
H -2.99826 0.93755 -0.21648
H -3.50315 0.85784 1.40122
H 2.11292 1.56867 1.11834
H 1.11965 2.34823 0.36699
C 4.02295 -1.85796 -0.62404
C 2.56981 -1.67488 -0.35912
C 2.14132 -1.65770 1.12337
O 0.78648 -1.30711 1.22518
C 0.25530 -1.81231 2.45693
N 2.09701 -0.53935 -1.15089
H 4.28229 -2.02665 -1.66921
H 4.39598 -2.72475 -0.07849
H 4.58586 -1.01257 -0.22836
H 2.06872 -2.51780 -0.83502
H 2.74747 -0.89272 1.60866
H 2.30613 -2.58848 1.66613
H 0.59228 -1.36999 3.39443
H 0.44626 -2.88542 2.46490
H -0.81415 -1.64266 2.33206
H 2.73475 0.22474 -0.97899
H 2.30514 -0.80827 -2.10192
```

## Properties
- <S²>: 12.004
- Lowest unoccupied orbital energy (spin up / spin down): 0.107 / 0.108 Ha
- Spin multiplicity: 7
- HOMO (spin up / spin down): 0.4 / -4.8 eV
- HOMO-LUMO gap (spin up / spin down): 2.53 / 7.69 eV
- Charge: -1